--- P ---
{"formula": "C2HN3O3", "method": "ωB97M-V with the def2-TZVPD basis set", "species": ["O", "O", "O", "N", "N", "N", "C", "C", "H"], "xyz": [[2.25, -0.29, 0.93], [1.71, -1.37, -0.88], [-1.25, 1.76, -0.11], [-1.97, 0.66, -0.03], [1.58, -0.59, 0.02], [0.05, 1.47, -0.01], [-1.19, -0.38, 0.00], [0.12, 0.19, 0.04], [-1.30, -1.45, 0.04]], "homo_lumo_gap_ev": 11.667, "lumo_ev": -0.2158, "mol_weight_da": 115.05, "charge": 0, "e_homo_ev": -11.9, "smiles": "O=[N+]([O-])c1cnon1"}

=====

--- Q ---
{"formula": "C2HN3O3", "method": "ωB97M-V with the def2-TZVPD basis set", "species": ["O", "O", "O", "N", "N", "N", "C", "C", "H"], "xyz": [[0.09, 0.90, -0.13], [1.06, -0.83, 1.10], [1.96, 1.24, 1.07], [-0.23, -1.41, -0.79], [-1.90, 0.22, -0.94], [0.71, -1.74, -0.13], [-0.76, -0.05, -0.47], [1.18, 0.46, 0.62], [-2.11, 1.20, -0.34]], "homo_lumo_gap_ev": 10.344, "lumo_ev": -1.0779, "mol_weight_da": 115.05, "charge": 0, "e_homo_ev": -11.4, "smiles": "[H]/N=c1/nnoc(=O)o1"}

=====

Quick look at relative energies in kcal/mol: P 62.6; Q 0.0.

=====

--- P ---
{"formula": "C3HBr2NO", "method": "ωB97M-V with the def2-TZVPD basis set", "species": ["Br", "Br", "O", "N", "C", "C", "C", "H"], "xyz": [[0.44, -1.02, -1.77], [-1.41, 1.54, -1.36], [-0.93, -2.23, 0.73], [0.16, 0.43, 1.55], [-0.30, 0.32, -0.56], [0.81, 0.72, 0.39], [-0.65, -0.27, 0.80], [1.88, 0.49, 0.21]], "homo_lumo_gap_ev": [7.489, 7.824], "lumo_ev": [-1.9277, -2.0123], "mol_weight_da": 226.85, "charge": 0, "e_homo_ev": [-9.4, -9.8]}

=====

--- Q ---
{"formula": "C3HBr2NO", "method": "ωB97M-V with the def2-TZVPD basis set", "species": ["Br", "Br", "O", "N", "C", "C", "C", "H"], "xyz": [[-2.36, -1.20, 0.21], [0.82, -2.07, -0.09], [1.55, 0.22, 1.51], [0.87, 1.26, -0.42], [-0.49, -0.58, -0.04], [1.14, 0.56, 0.51], [-0.34, 0.63, -0.69], [-1.19, 1.18, -0.99]], "homo_lumo_gap_ev": 8.719, "lumo_ev": -0.6995, "mol_weight_da": 226.85, "charge": 0, "e_homo_ev": -9.4}

=====

Quick look at relative energies in kcal/mol: P 138.0; Q 0.0.

=====

--- P ---
{"formula": "C2H3O3Si", "method": "ωB97M-V with the def2-TZVPD basis set", "species": ["Si", "O", "O", "O", "C", "C", "H", "H", "H"], "xyz": [[-1.03, -0.11, 0.05], [0.48, -1.42, 0.04], [2.62, -0.58, -0.23], [1.00, 2.07, -0.22], [0.68, 0.84, 0.05], [1.45, -0.53, 0.04], [-2.14, 0.92, -0.21], [-1.63, -0.94, -1.01], [-1.43, -0.26, 1.49]], "homo_lumo_gap_ev": 8.240, "lumo_ev": 3.8811, "mol_weight_da": 103.13, "charge": -1, "e_homo_ev": -4.4}

=====

--- Q ---
{"formula": "C2H3O3Si", "method": "ωB97M-V with the def2-TZVPD basis set", "species": ["Si", "O", "O", "O", "C", "C", "H", "H", "H"], "xyz": [[-1.80, -0.17, -0.06], [-0.28, -0.40, -0.11], [3.07, -1.33, 0.17], [1.49, 1.83, 0.02], [1.78, 0.69, 0.09], [2.74, -0.21, -0.20], [-2.24, 0.08, -1.54], [-2.37, -1.38, 0.86], [-2.38, 0.89, 0.77]], "homo_lumo_gap_ev": [7.158, 7.153], "lumo_ev": [2.8367, 2.8820], "mol_weight_da": 103.13, "charge": -1, "e_homo_ev": [-4.3, -4.3]}

=====

Quick look at relative energies in kcal/mol: P 0.0; Q 53.2.

=====

--- P ---
{"formula": "C5H9FO2", "method": "ωB97M-V with the def2-TZVPD basis set", "species": ["F", "O", "O", "C", "C", "C", "C", "C", "H", "H", "H", "H", "H", "H", "H", "H", "H"], "xyz": [[-1.10, -1.50, 1.46], [0.64, -1.10, -1.39], [-0.68, 1.20, -1.78], [-0.18, 1.07, -0.48], [0.34, -0.37, -0.22], [-1.30, 0.80, 0.54], [1.43, -0.47, 0.83], [-1.06, -0.70, 0.34], [1.56, -1.50, 1.13], [1.17, 0.11, 1.72], [-1.71, -1.13, -0.41], [-1.03, 1.12, 1.57], [1.60, -1.03, -1.48], [2.39, -0.11, 0.43], [-0.30, 0.49, -2.29], [-2.26, 1.20, 0.28], [0.49, 1.90, -0.24]], "homo_lumo_gap_ev": 10.902, "lumo_ev": 0.7481, "mol_weight_da": 120.12, "charge": 0, "e_homo_ev": -10.2, "smiles": "C[C@]1(O)[C@@H](O)C[C@@H]1F"}

=====

--- Q ---
{"formula": "C5H9FO2", "method": "ωB97M-V with the def2-TZVPD basis set", "species": ["F", "O", "O", "C", "C", "C", "C", "C", "H", "H", "H", "H", "H", "H", "H", "H", "H"], "xyz": [[2.13, -0.63, -0.45], [0.66, 1.91, -0.75], [-2.22, -0.25, 0.19], [1.01, -0.79, 0.32], [-0.22, 1.17, 0.18], [0.73, 0.49, 1.12], [-0.10, -1.10, -0.62], [-1.04, 0.08, -0.53], [0.23, -1.07, -1.63], [1.32, -1.62, 1.06], [0.13, 0.04, 2.02], [-1.01, 1.90, 0.55], [1.68, 0.94, 1.46], [1.43, 1.38, -0.79], [-2.70, -0.97, -0.21], [-0.63, -2.08, -0.55], [-1.40, 0.60, -1.37]], "homo_lumo_gap_ev": 11.081, "lumo_ev": 0.7689, "mol_weight_da": 120.12, "charge": 0, "e_homo_ev": -10.3, "smiles": "O[C@@H]1CC(F)C[C@H]1O"}

=====

--- R ---
{"formula": "C5H9FO2", "method": "ωB97M-V with the def2-TZVPD basis set", "species": ["F", "O", "O", "C", "C", "C", "C", "C", "H", "H", "H", "H", "H", "H", "H", "H", "H"], "xyz": [[-1.03, 1.10, 1.43], [1.90, 0.99, -1.54], [-0.26, -0.55, -1.69], [1.06, 0.21, 0.74], [-0.43, 0.08, 0.66], [-1.13, -1.24, 1.09], [-0.44, 0.49, -0.79], [0.94, 1.08, -0.53], [1.56, -0.76, 0.52], [-1.14, -0.96, -1.83], [-2.19, -1.08, 0.99], [-0.73, -2.06, 0.50], [0.87, 2.15, -0.26], [1.66, 0.17, -2.01], [-1.21, 1.16, -1.10], [1.49, 0.66, 1.67], [-0.93, -1.45, 2.18]], "homo_lumo_gap_ev": 10.537, "lumo_ev": 0.5477, "mol_weight_da": 120.12, "charge": 0, "e_homo_ev": -10.0, "smiles": "C[C@@]1(F)C[C@@H](O)[C@H]1O"}

=====

Quick look at relative energies in kcal/mol: P 0.0; Q 10.5; R 5.6.

=====

--- P ---
{"formula": "CH3NO4S", "method": "ωB97M-V with the def2-TZVPD basis set", "species": ["S", "O", "O", "O", "O", "N", "C", "H", "H", "H"], "xyz": [[-1.35, -0.87, 0.37], [-2.78, 1.47, -0.65], [-1.47, -1.95, 1.31], [-1.07, -1.22, -1.01], [1.39, -0.77, -0.22], [0.97, 0.07, 0.75], [-2.95, 0.60, 0.12], [-3.70, 0.40, 0.87], [1.25, -0.26, -1.05], [0.98, -0.49, 1.72]], "homo_lumo_gap_ev": [7.875, 7.824], "lumo_ev": [-1.4559, -0.7842], "mol_weight_da": 125.11, "charge": 0, "e_homo_ev": [-9.3, -8.6]}

=====

--- Q ---
{"formula": "CH3NO4S", "method": "ωB97M-V with the def2-TZVPD basis set", "species": ["S", "O", "O", "O", "O", "N", "C", "H", "H", "H"], "xyz": [[1.16, 0.32, 0.37], [1.86, 1.12, -0.59], [-2.69, 1.34, 0.07], [0.61, -2.15, 0.59], [-0.64, 0.36, 0.12], [1.33, -1.26, -0.26], [-1.50, 1.44, 0.26], [1.24, -1.25, -1.26], [-0.23, -2.39, 0.20], [-1.13, 2.48, 0.50]], "homo_lumo_gap_ev": 11.102, "lumo_ev": 0.4285, "mol_weight_da": 125.11, "charge": 0, "e_homo_ev": -10.7}

=====

--- R ---
{"formula": "CH3NO4S", "method": "ωB97M-V with the def2-TZVPD basis set", "species": ["S", "O", "O", "O", "O", "N", "C", "H", "H", "H"], "xyz": [[-0.62, -0.35, 0.59], [1.27, -0.97, -2.18], [-0.36, 2.43, 0.99], [-0.62, -1.18, 1.78], [-1.73, -0.50, -0.32], [1.78, -0.64, -0.98], [-0.96, 1.47, 1.29], [-1.83, 1.40, 1.97], [2.07, -1.52, -0.54], [0.99, -0.14, -2.61]], "homo_lumo_gap_ev": [9.139, 7.236], "lumo_ev": [-0.1711, -2.2852], "mol_weight_da": 125.11, "charge": 0, "e_homo_ev": [-9.3, -9.5]}

=====

--- S ---
{"formula": "CH3NO4S", "method": "ωB97M-V with the def2-TZVPD basis set", "species": ["S", "O", "O", "O", "O", "N", "C", "H", "H", "H"], "xyz": [[-1.25, 0.10, -0.73], [1.31, -0.04, 0.32], [3.40, 0.33, -0.25], [-2.24, 0.98, -0.25], [-1.52, -1.87, -0.07], [-0.01, 0.48, 0.37], [2.28, 0.64, -0.30], [0.08, 1.44, 0.33], [1.90, 1.66, -0.56], [-0.68, -2.01, 0.37]], "homo_lumo_gap_ev": [9.831, 9.831], "lumo_ev": [-0.6938, -0.6935], "mol_weight_da": 125.11, "charge": 0, "e_homo_ev": [-10.5, -10.5]}

=====

Quick look at relative energies in kcal/mol: P 56.6; Q 0.0; R 46.1; S 28.8.

=====

--- P ---
{"formula": "C5H7OP", "method": "ωB97M-V with the def2-TZVPD basis set", "species": ["P", "O", "C", "C", "C", "C", "C", "H", "H", "H", "H", "H", "H", "H"], "xyz": [[1.82, -0.73, -0.09], [2.54, -2.01, -0.01], [2.77, 0.71, -0.27], [-0.45, 0.95, 0.03], [3.28, 1.77, -0.27], [0.17, -0.39, 0.23], [-0.58, -1.69, 0.53], [-0.16, 1.30, -0.99], [-1.29, -1.73, -0.34], [-1.18, -1.84, 1.36], [3.49, 2.78, -0.12], [0.05, 1.57, 0.71], [-1.46, 1.14, 0.11], [0.25, -2.48, 0.39]], "homo_lumo_gap_ev": 8.345, "lumo_ev": 0.1761, "mol_weight_da": 114.08, "charge": 0, "e_homo_ev": -8.2}

=====

--- Q ---
{"formula": "C5H7OP", "method": "ωB97M-V with the def2-TZVPD basis set", "species": ["P", "O", "C", "C", "C", "C", "C", "H", "H", "H", "H", "H", "H", "H"], "xyz": [[-1.24, 0.68, 0.17], [-2.36, 0.52, -0.66], [0.14, 1.83, -0.28], [-0.14, -0.62, 0.16], [1.35, 1.23, 0.35], [-0.72, -2.07, 0.03], [1.16, -0.17, 0.38], [-1.58, -2.00, 0.66], [1.93, -1.00, 0.44], [0.11, 1.68, -1.33], [0.19, -2.64, 0.22], [-1.16, -2.05, -0.92], [2.29, 1.70, 0.71], [0.05, 2.90, 0.07]], "homo_lumo_gap_ev": [7.148, 7.053], "lumo_ev": [-0.7030, -0.7539], "mol_weight_da": 114.08, "charge": 0, "e_homo_ev": [-7.9, -7.8]}

=====

Quick look at relative energies in kcal/mol: P 22.9; Q 0.0.